--- 1 ---
Entry from the OMol25 dataset: a 2-piece molecular cluster, C6H14N2O overall (wB97M-V/def2-TZVPD).

Charge   0

Last columns: bonded neighbours and bond lengths (Å).
CARTESIAN COORDINATES (ANGSTROEM)
1 C -1.613 0.303 -0.683  C2 1.521, O5 1.429, H8 1.094, C17 1.524
2 C -2.056 -1.138 -0.887  C1 1.521, H10 1.089, H11 1.089, H12 1.087
3 C 1.218 -1.515 1.473  C4 1.492, H13 1.101, H14 1.091, H15 1.091
4 C 1.235 -0.106 1.960  C3 1.492, N6 1.308
5 O -2.512 1.224 -1.302  C1 1.429, H7 0.966
6 N 2.388 0.308 2.418  C4 1.308, H9 1.034, H20 1.086
7 H -2.567 0.990 -2.237  O5 0.966
8 H -1.643 0.556 0.381  C1 1.094
9 H 3.209 -0.304 2.564  N6 1.034
10 H -3.095 -1.245 -0.581  C2 1.089
11 H -1.954 -1.420 -1.934  C2 1.089
12 H -1.439 -1.806 -0.292  C2 1.087
13 H 2.178 -2.035 1.608  C3 1.101
14 H 0.988 -1.533 0.407  C3 1.091
15 H 0.436 -2.064 2.000  C3 1.091
16 C 0.408 1.846 -0.678  C17 1.499, H21 1.089, H22 1.098, H23 1.090
17 C -0.209 0.586 -1.206  C1 1.524, C16 1.499, N18 1.265
18 N 0.317 -0.229 -2.018  C17 1.265, H19 1.020
19 H 1.240 0.066 -2.337  N18 1.020
20 H 1.805 1.064 2.938  N6 1.086
21 H -0.328 2.649 -0.687  C16 1.089
22 H 0.720 1.661 0.359  C16 1.098
23 H 1.276 2.143 -1.266  C16 1.090

The Mulliken scheme yields these atomic charges, measured in e:
1 C 0.3599
2 C -1.3357
3 C -0.6626
4 C -0.4967
5 O -0.5710
6 N -0.2643
7 H 0.3640
8 H 0.2424
9 H 0.2306
10 H 0.3831
11 H 0.3398
12 H 0.2623
13 H 0.3891
14 H 0.0964
15 H 0.2189
16 C -1.1160
17 C 0.5934
18 N -0.6326
19 H 0.2782
20 H 0.4854
21 H 0.3090
22 H 0.0974
23 H 0.4287

---

--- 2 ---
Entry from the OMol25 dataset: a 2-piece molecular cluster, C6H14N2O overall (wB97M-V/def2-TZVPD).

Charge   0
SMILES   [H]/N=C(/C)C=O.CN(C)C

Last columns: bonded neighbours and bond lengths (Å).
CARTESIAN COORDINATES (ANGSTROEM)
1 C 2.013 0.171 -1.659  N4 1.467, H5 1.096, H6 1.096, H7 1.095
2 C 1.659 -0.825 0.493  N4 1.467, H8 1.096, H9 1.094, H10 1.096
3 C 0.049 -1.260 -1.294  N4 1.526, H11 1.094, H12 1.094, H13 1.094
4 N 1.000 -0.238 -0.679  C1 1.467, C2 1.467, C3 1.526
5 H 2.612 -0.677 -2.010  C1 1.096
6 H 2.696 0.911 -1.228  C1 1.096
7 H 1.538 0.637 -2.528  C1 1.095
8 H 2.254 -1.707 0.233  C2 1.096
9 H 0.913 -1.108 1.241  C2 1.094
10 H 2.322 -0.094 0.968  C2 1.096
11 H -0.720 -1.569 -0.580  C3 1.094
12 H 0.612 -2.142 -1.615  C3 1.094
13 H -0.457 -0.819 -2.159  C3 1.094
14 C -2.018 0.090 2.084  C15 1.499, H21 1.093, H22 1.094, H23 1.093
15 C -1.878 0.835 0.791  C14 1.499, C16 1.563, N17 1.292
16 C -0.583 1.691 0.610  C15 1.563, O18 1.221, H20 1.100
17 N -2.796 0.789 -0.117  C15 1.292, H19 1.025
18 O -0.084 2.226 1.587  C16 1.221
19 H -2.564 1.379 -0.923  N17 1.025
20 H -0.417 2.013 -0.429  C16 1.100
21 H -1.772 0.740 2.927  C14 1.093
22 H -3.041 -0.278 2.202  C14 1.094
23 H -1.337 -0.766 2.085  C14 1.093

The Mulliken scheme yields these atomic charges, measured in e:
1 C -1.0584
2 C -1.0289
3 C -1.0824
4 N 0.1831
5 H 0.3488
6 H 0.3391
7 H 0.3199
8 H 0.3901
9 H 0.2253
10 H 0.3476
11 H 0.3332
12 H 0.3846
13 H 0.3225
14 C -1.1007
15 C 0.8305
16 C 0.0557
17 N -0.6854
18 O -0.5101
19 H 0.2520
20 H 0.2602
21 H 0.3033
22 H 0.3545
23 H 0.2155

---

Most favorable structure: 2. The second most favorable one is 186.6 kJ/mol above it.

---

--- 1 ---
Entry from the OMol25 dataset: a 2-piece molecular cluster, C6H14N2O overall (wB97M-V/def2-TZVPD).

Charge   0
SMILES   [H]/N=C(\C)N.C/C=C(/C)O

Last columns: bonded neighbours and bond lengths (Å).
CARTESIAN COORDINATES (ANGSTROEM)
1 C 0.891 -1.915 -0.790  C3 1.500, H8 1.087, H9 1.091, H10 1.091
2 C -2.679 -1.602 0.724  C4 1.496, H11 1.087, H12 1.092, H13 1.091
3 C -0.432 -1.330 -0.394  C1 1.500, C4 1.353, O5 1.373
4 C -1.206 -1.829 0.598  C2 1.496, C3 1.353, H7 1.082
5 O -1.002 -0.411 -1.240  C3 1.373, H6 0.990
6 H -0.275 0.145 -1.617  O5 0.990
7 H -0.842 -2.710 1.111  C4 1.082
8 H 0.940 -2.972 -0.539  C1 1.087
9 H 1.084 -1.810 -1.859  C1 1.091
10 H 1.693 -1.405 -0.256  C1 1.091
11 H -2.967 -0.710 0.173  C2 1.087
12 H -3.241 -2.442 0.313  C2 1.092
13 H -2.971 -1.507 1.771  C2 1.091
14 C 1.997 2.557 0.587  C15 1.516, H21 1.088, H22 1.089, H23 1.091
15 C 0.973 1.609 -0.005  C14 1.516, N16 1.381, N17 1.287
16 N -0.231 1.637 0.671  C15 1.381, H18 1.011, H19 1.007
17 N 1.037 1.252 -1.240  C15 1.287, H20 1.013
18 H -1.028 1.214 0.215  N16 1.011
19 H -0.437 2.413 1.279  N16 1.007
20 H 1.937 1.379 -1.687  N17 1.013
21 H 2.940 2.507 0.048  C14 1.088
22 H 2.170 2.345 1.641  C14 1.089
23 H 1.646 3.585 0.495  C14 1.091

The Mulliken scheme yields these atomic charges, measured in e:
1 C -1.3464
2 C -1.1044
3 C 0.8397
4 C -0.3764
5 O -0.6168
6 H 0.3665
7 H 0.2916
8 H 0.4147
9 H 0.3318
10 H 0.2278
11 H 0.3117
12 H 0.2852
13 H 0.3034
14 C -1.3478
15 C 0.7766
16 N -0.3408
17 N -0.6499
18 H 0.1996
19 H 0.2318
20 H 0.1674
21 H 0.3762
22 H 0.3328
23 H 0.3257

---

--- 2 ---
Entry from the OMol25 dataset: a 2-piece molecular cluster, C6H14N2O overall (wB97M-V/def2-TZVPD).

Charge   0

Last columns: bonded neighbours and bond lengths (Å).
CARTESIAN COORDINATES (ANGSTROEM)
1 C -0.163 -1.352 -0.520  C2 1.526, N3 1.465, C4 1.538, H6 1.104
2 C -0.542 -2.787 -0.164  C1 1.526, H10 1.092, H11 1.091, H12 1.093
3 N -0.562 -1.075 -1.902  C1 1.465, H7 1.013, H8 1.013
4 C -0.837 -0.367 0.449  C1 1.538, C5 1.441, H9 1.091, N17 1.543
5 C -2.258 -0.167 0.316  C4 1.441, H13 1.081, H14 1.081
6 H 0.925 -1.237 -0.371  C1 1.104
7 H -0.243 -0.160 -2.199  N3 1.013
8 H -0.159 -1.757 -2.533  N3 1.013
9 H -0.511 -0.572 1.470  C4 1.091
10 H -0.289 -3.010 0.873  C2 1.092
11 H -1.615 -2.932 -0.298  C2 1.091
12 H -0.007 -3.499 -0.798  C2 1.093
13 H -2.734 -0.338 -0.639  C5 1.081
14 H -2.841 0.219 1.139  C5 1.081
15 C 2.299 2.321 1.361  C16 1.504, H21 1.093, H22 1.090, H23 1.091
16 C 1.601 2.542 0.047  C15 1.504, O18 1.181
17 N -0.461 1.102 0.163  C4 1.543, H19 1.127, H20 1.019
18 O 1.560 3.519 -0.615  C16 1.181
19 H 0.561 1.238 -0.293  N17 1.127
20 H -1.057 1.560 -0.525  N17 1.019
21 H 2.914 3.184 1.626  C15 1.093
22 H 2.903 1.416 1.307  C15 1.090
23 H 1.519 2.153 2.105  C15 1.091

The Mulliken scheme yields these atomic charges, measured in e:
1 C 0.3580
2 C -1.4778
3 N -0.6642
4 C 0.2113
5 C -1.2043
6 H 0.2585
7 H 0.2148
8 H 0.2434
9 H 0.2832
10 H 0.3633
11 H 0.3633
12 H 0.3968
13 H 0.4048
14 H 0.3752
15 C -0.9113
16 C 0.3498
17 N -0.6061
18 O -0.4297
19 H 0.1900
20 H 0.3720
21 H 0.3413
22 H 0.2937
23 H 0.2738

---

Most favorable structure: 1. The second most favorable one is 360.5 kJ/mol above it.

---

--- 1 ---
Entry from the OMol25 dataset: a 2-piece molecular cluster, C3H11NO overall (wB97M-V/def2-TZVPD).

Charge   0
SMILES   CCOC.N

Last columns: bonded neighbours and bond lengths (Å).
CARTESIAN COORDINATES (ANGSTROEM)
1 C 0.993 -0.651 -1.131  H3 1.101, H4 1.089, H5 1.086, O10 1.405
2 N 1.055 -1.134 2.363  H6 1.022, H7 1.021, H8 1.021
3 H 0.545 -1.566 -0.714  C1 1.101
4 H 0.532 -0.576 -2.115  C1 1.089
5 H 2.075 -0.739 -1.167  C1 1.086
6 H 0.445 -0.717 3.068  N2 1.022
7 H 1.949 -0.738 2.657  N2 1.021
8 H 0.820 -0.608 1.520  N2 1.021
9 C -0.454 1.249 -0.598  O10 1.406, C11 1.519, H12 1.100, H13 1.092
10 O 0.689 0.471 -0.342  C1 1.405, C9 1.406
11 C -1.746 0.452 -0.554  C9 1.519, H14 1.086, H15 1.091, H16 1.086
12 H -0.334 1.726 -1.582  C9 1.100
13 H -0.408 2.090 0.098  C9 1.092
14 H -2.565 1.044 -0.953  C11 1.086
15 H -1.927 0.210 0.494  C11 1.091
16 H -1.669 -0.514 -1.044  C11 1.086

The Mulliken scheme yields these atomic charges, measured in e:
1 C -0.7743
2 N -0.7922
3 H 0.2801
4 H 0.3883
5 H 0.2491
6 H 0.2283
7 H 0.2230
8 H 0.3726
9 C -0.3284
10 O -0.4332
11 C -0.9796
12 H 0.3341
13 H 0.2927
14 H 0.3637
15 H 0.2741
16 H 0.3017

---

--- 2 ---
Entry from the OMol25 dataset: a 2-piece molecular cluster, C3H11NO overall (wB97M-V/def2-TZVPD).

Charge   0
SMILES   CCOC.N

Last columns: bonded neighbours and bond lengths (Å).
CARTESIAN COORDINATES (ANGSTROEM)
1 C -0.637 0.399 -1.457  H3 1.084, H4 1.099, H5 1.079, O10 1.444
2 N -0.210 2.129 1.514  H6 1.007, H7 1.007, H8 1.001
3 H -1.428 0.112 -0.775  C1 1.084
4 H -0.743 -0.087 -2.437  C1 1.099
5 H -0.546 1.460 -1.633  C1 1.079
6 H 0.085 1.756 2.402  N2 1.007
7 H -0.584 3.050 1.674  N2 1.007
8 H 0.481 1.932 0.817  N2 1.001
9 C 0.937 -1.142 -0.542  O10 1.400, C11 1.529, H12 1.108, H13 1.093
10 O 0.725 0.144 -1.052  C1 1.444, C9 1.400
11 C -0.039 -1.596 0.544  C9 1.529, H14 1.084, H15 1.095, H16 1.092
12 H 0.889 -1.852 -1.391  C9 1.108
13 H 1.932 -1.195 -0.096  C9 1.093
14 H 0.362 -2.404 1.144  C11 1.084
15 H -0.259 -0.736 1.184  C11 1.095
16 H -0.966 -1.971 0.106  C11 1.092

The Mulliken scheme yields these atomic charges, measured in e:
1 C -0.7849
2 N -0.5833
3 H 0.3153
4 H 0.3591
5 H 0.2408
6 H 0.1897
7 H 0.1813
8 H 0.2163
9 C -0.2304
10 O -0.3469
11 C -1.0565
12 H 0.2766
13 H 0.2947
14 H 0.3608
15 H 0.2624
16 H 0.3052

---

Most favorable structure: 1. The second most favorable one is 13.8 kJ/mol above it.

---

--- 1 ---
Entry from the OMol25 dataset: a 2-piece molecular cluster, C3H11NO overall (wB97M-V/def2-TZVPD).

Charge   0
SMILES   CCOC.N

Last columns: bonded neighbours and bond lengths (Å).
CARTESIAN COORDINATES (ANGSTROEM)
1 C 2.020 -0.154 -0.304  H3 1.123, H4 1.112, H5 1.110, O10 1.512
2 N -1.363 -1.915 -1.333  H6 1.011, H7 1.048, H8 0.995
3 H 2.190 -0.498 -1.360  C1 1.123
4 H 2.616 -0.774 0.402  C1 1.112
5 H 2.350 0.903 -0.235  C1 1.110
6 H -0.562 -1.300 -1.345  N2 1.011
7 H -1.729 -1.858 -2.314  N2 1.048
8 H -1.121 -2.879 -1.300  N2 0.995
9 C -0.203 1.087 0.251  O10 1.434, C11 1.600, H12 1.121, H13 1.107
10 O 0.560 -0.115 0.083  C1 1.512, C9 1.434
11 C -0.947 0.995 1.665  C9 1.600, H14 1.139, H15 1.138, H16 1.134
12 H 0.419 2.014 0.351  C9 1.121
13 H -0.933 1.356 -0.536  C9 1.107
14 H -1.240 2.057 1.954  C11 1.139
15 H -1.819 0.286 1.492  C11 1.138
16 H -0.239 0.797 2.529  C11 1.134

The Mulliken scheme yields these atomic charges, measured in e:
1 C -0.5881
2 N -0.6614
3 H 0.2323
4 H 0.2340
5 H 0.2884
6 H 0.2464
7 H 0.2281
8 H 0.2169
9 C -0.2311
10 O -0.4161
11 C -1.0059
12 H 0.3453
13 H 0.2448
14 H 0.3402
15 H 0.2553
16 H 0.2709

---

--- 2 ---
Entry from the OMol25 dataset: a 2-piece molecular cluster, C3H11NO overall (wB97M-V/def2-TZVPD).

Charge   0
SMILES   CNC.CO

Last columns: bonded neighbours and bond lengths (Å).
CARTESIAN COORDINATES (ANGSTROEM)
1 C 2.316 -0.234 -0.286  O2 1.406, H3 1.087, H4 1.096, H5 1.091
2 O 2.037 0.443 0.914  C1 1.406, H12 0.964
3 H 3.395 -0.308 -0.395  C1 1.087
4 H 1.998 0.349 -1.158  C1 1.096
5 H 1.938 -1.258 -0.298  C1 1.091
6 C -1.185 1.114 0.613  N7 1.458, H9 1.087, H10 1.100, H11 1.087
7 N -1.090 -0.341 0.575  C6 1.458, C8 1.454, H13 1.009
8 C -1.267 -0.865 -0.769  N7 1.454, H14 1.086, H15 1.099, H16 1.074
9 H -0.650 1.506 1.473  C6 1.087
10 H -2.214 1.495 0.692  C6 1.100
11 H -0.768 1.570 -0.282  C6 1.087
12 H 1.111 0.279 1.125  O2 0.964
13 H -1.738 -0.758 1.226  N7 1.009
14 H -1.117 -1.940 -0.794  C8 1.086
15 H -2.239 -0.611 -1.214  C8 1.099
16 H -0.526 -0.441 -1.421  C8 1.074

The Mulliken scheme yields these atomic charges, measured in e:
1 C -0.5532
2 O -0.5314
3 H 0.2743
4 H 0.2167
5 H 0.2422
6 C -0.9992
7 N -0.2752
8 C -0.9163
9 H 0.3345
10 H 0.3464
11 H 0.3559
12 H 0.3427
13 H 0.2106
14 H 0.3055
15 H 0.3645
16 H 0.2821

---

Most favorable structure: 2. The second most favorable one is 65.6 kJ/mol above it.